Record 1
Density functional theory data (the ωB97M-V functional and the def2-TZVPD basis) for a structure of composition C35H42GeN7O2RhS.

Computed properties:
LUMO (alpha / beta): 0.09 / -1.43 eV
max |F|: 0.01866 Eh/bohr
gap between HOMO and LUMO (alpha / beta): 7.4 / 6.4 eV
energy: -4478.26999 Ha

```
! RIJCOSX wB97M-V def2-TZVPD def2/J DEFGRID3
* xyz 0 5
Rh -0.09218 -0.26885 0.03211
Ge 4.12134 -0.18861 3.58866
S -1.16503 3.55396 1.81876
O 1.64318 -0.22044 1.75532
O -0.38071 -0.70891 2.43701
N -2.92105 -1.72260 1.47157
N -1.10805 -2.33873 0.13696
N 0.14842 1.79222 0.13300
N -3.78341 0.36108 2.01169
N -2.05217 -3.85586 1.66405
N -0.85391 -0.42475 -2.43330
N -2.31215 0.13747 0.20483
C 2.84184 -1.32023 -0.67257
C -2.93768 -0.37127 1.20703
C 2.90393 -1.79320 3.51378
C 1.26270 -1.63883 -2.44362
C 5.37901 1.54708 7.25613
C 3.43653 1.57876 3.00024
C 4.00827 2.28363 1.95328
C 8.24506 -1.09538 3.23089
C 5.91705 -0.60048 2.82118
C 2.59947 4.16359 2.42046
C 3.59282 3.57076 1.66433
C 1.53269 -1.24414 -1.13046
C 5.03938 1.31064 5.93685
C -1.97087 -2.63046 1.04271
C 0.86429 -0.71540 2.59214
C -0.37707 2.53175 0.88278
C -0.15350 -1.59580 -2.94872
C 8.49037 -1.13320 1.86922
C 2.28671 -2.07775 -3.27140
C 3.86417 -1.76059 -1.49988
C 4.51634 0.08769 5.52960
C 1.46313 -1.41043 3.80707
C -0.89127 -4.70636 1.76200
C -0.31185 0.78183 -3.03969
C -2.27937 -0.53931 -2.69051
C -3.32465 -4.43953 2.01402
C 6.17875 -0.63516 1.45727
C 7.45160 -0.90492 0.98344
C 4.34876 -0.89987 6.49166
C 2.41735 2.17121 3.73266
C 3.58586 -2.13925 -2.80009
C 1.99619 3.45430 3.44398
C 5.17892 0.55997 8.20611
C 4.66206 -0.66392 7.81909
C 6.96984 -0.83631 3.69758
H 5.42637 0.74214 9.24239
H -3.56337 -4.31255 3.07656
H -4.11575 -3.99817 1.40773
H 1.40461 -0.72356 4.65387
H 5.79483 2.50270 7.54568
H -3.63670 1.35970 1.95960
H 9.48848 -1.32906 1.50386
H -0.67812 -2.48757 -2.59575
H -0.51106 -3.11515 -0.12132
H -2.67344 -1.39989 -2.15540
H 4.87675 -1.82282 -1.12527
H 7.63473 -0.93904 -0.08170
H 3.97131 -1.87294 6.20215
H 1.95613 1.62313 4.54463
H -0.81266 -5.41749 0.93277
H -3.39397 -1.99566 2.32125
H 0.83796 -2.27473 4.04653
H 2.97437 -2.24395 2.52571
H 9.04664 -1.26521 3.93585
H -2.47365 1.13795 0.11020
H 4.78868 1.82303 1.36480
H 4.49946 -1.43858 8.55470
H -2.79531 0.34569 -2.32888
H 0.00398 -4.08872 1.79451
H -0.46393 0.78069 -4.12947
H -3.94394 0.03730 2.95261
H -2.48798 -0.65481 -3.76564
H 3.07856 -1.02646 0.34029
H 5.38047 -0.44632 0.75333
H 2.06441 -2.38127 -4.28645
H 0.75517 0.83699 -2.83339
H 1.19874 3.90446 4.01669
H -0.79360 1.65862 -2.61375
H 4.37868 -2.47445 -3.45075
H 6.78751 -0.80800 4.76308
H 3.26775 -2.52432 4.23449
H -0.95741 -5.27581 2.68944
H -3.29552 -5.50805 1.79967
H 2.29773 5.17987 2.21851
H 4.04899 4.11622 0.85121
H 5.18285 2.08946 5.19856
H -0.16601 -1.60798 -4.05263
*
```

Here are the Löwdin charges for atoms 1 to 4, given in e: 1.269 1.087 0.559 -0.096

---

Record 2
Density functional theory data (the ωB97M-V functional and the def2-TZVPD basis) for a cluster of 8 separate species, C56H126BF4N7 in total.

Computed properties:
LUMO: -11.10 eV
max |F|: 0.03942 Eh/bohr
gap between HOMO and LUMO: 10.3 eV
energy: -3014.90467 Ha

```
! RIJCOSX wB97M-V def2-TZVPD def2/J DEFGRID3
* xyz 6 1
F 7.02167 0.66602 20.28933
F 7.54586 2.05658 22.01223
F 8.81331 2.08724 20.15429
F 9.02183 0.27165 21.45896
N 9.37273 0.89879 25.72545
N 11.46184 -3.45322 21.03532
N 15.38574 2.43648 20.30472
N 1.38259 1.33742 20.85660
N 6.58755 5.01266 19.05539
N 3.75052 -5.12677 21.67962
N 5.06650 -1.39933 16.45047
C 1.63250 -1.78232 14.71941
C 7.04693 0.43160 25.28426
C 7.19086 -0.28047 16.86191
C -1.13443 1.05059 17.87186
C 11.99803 -2.04504 21.20718
C 13.40806 1.22079 21.07631
C 10.29017 2.21881 27.76345
C 9.30728 -0.45017 25.01399
C 2.82801 -6.99516 20.44236
C 1.89881 2.76417 20.85500
C 9.02426 -3.33452 21.39007
C 8.28283 5.09878 17.32324
C 5.66810 -0.05895 16.89581
C 7.97731 1.09135 26.30053
C 3.15177 6.39063 20.08579
C 4.91172 -2.34080 17.60565
C 16.12341 3.27435 21.35920
C 9.32378 -3.06018 19.91783
C 13.76492 -4.30663 20.15774
C 14.95229 -5.13607 20.59720
C 17.47415 2.69637 21.78169
C 2.64341 0.51935 21.06286
C 5.74383 -1.80326 21.36187
C 3.64624 1.38798 21.82266
C 2.94081 -2.29522 15.31287
C 3.70036 -1.11315 15.84034
C -0.50910 1.68212 19.13223
C 5.54421 5.80455 19.80150
C 4.02325 -3.63664 21.62859
C 6.09214 -1.88339 15.44935
C 18.16982 3.64360 22.77688
C 12.60616 -4.46859 21.17159
C 1.86927 -6.64445 21.58348
C 2.28302 -5.25820 22.05593
C 11.39769 2.26430 28.82890
C 14.93812 1.06322 20.76650
C 10.76097 -3.58380 19.68823
C 14.13471 3.19192 19.92891
C 3.79585 -5.81487 20.31772
C 7.99028 5.18641 19.70097
C 3.07177 2.81567 21.81005
C 9.06441 5.19011 18.63369
C 16.27221 2.32152 19.05577
C 4.64050 -5.90499 22.64741
C 9.65466 1.95598 24.70768
C 0.39277 1.09019 21.99000
C 0.71856 0.87297 19.55576
C 7.43236 -1.60577 16.12643
C 7.88304 -0.54010 24.43475
C 10.47152 1.03909 26.80801
C 5.46169 -3.27761 21.16685
C 6.85398 5.52682 17.64634
C 6.30526 3.55501 19.07283
C 13.12608 2.70462 20.94575
C 10.36491 -3.71992 22.05025
C 4.13413 5.59497 19.22364
B 8.08827 1.23513 21.02098
H 2.11906 6.18099 19.79206
H 9.49256 2.93746 25.14997
H 5.74659 -3.54002 20.14681
H 17.48688 3.97333 23.56248
H 17.38202 1.69849 22.20026
H 5.80378 -2.31093 18.22755
H 10.43766 0.06192 27.28893
H 19.01922 3.14222 23.24054
H 8.70242 5.72532 16.53779
H -0.24187 2.71493 18.91846
H 12.33582 2.60801 28.38755
H 15.39335 -4.65932 21.47255
H 1.81378 -1.04038 13.94427
H 12.12870 2.81119 20.52124
H 3.88553 -3.24908 22.64195
H 9.31759 -2.00556 19.63547
H 8.57218 -2.49397 21.90805
H -0.35817 0.82113 17.13923
H 13.14407 3.18197 21.92377
H 1.45272 1.08497 18.77054
H 12.59438 -2.12764 22.11727
H 11.26360 -1.24817 21.14712
H 15.47598 3.32736 22.23651
H 7.66162 -0.09158 17.82417
H 2.28124 2.86693 19.83512
H 0.81254 -6.70676 21.33655
H 12.07411 -5.40402 21.01063
H 3.79943 0.93378 22.80005
H 10.46361 -4.78373 22.24868
H 11.34463 -3.08151 18.92244
H 15.44360 0.88252 21.71171
H 7.95810 -0.20842 23.39587
H 1.00852 -1.33759 15.49684
H 8.43021 -4.23879 21.52781
H 0.62284 -0.20802 19.63277
H 3.30308 -7.97231 20.44147
H 5.15705 -1.19549 20.66069
H 1.06100 3.44651 20.97017
H 6.15072 5.07036 16.94919
H 2.17166 -7.01982 19.56915
H 15.21168 0.28205 20.06442
H 6.54787 1.18409 24.67776
H 15.72341 -5.08213 19.82379
H 9.54422 -1.17103 25.79671
H 18.06034 2.80230 20.86656
H 4.81750 -6.14784 20.14258
H 5.34546 0.66419 16.15168
H 10.06052 -0.52280 24.23271
H -0.50284 1.67180 21.79804
H 5.43577 -1.47855 22.35878
H 14.33148 4.26021 19.88779
H 8.06562 4.38348 20.43364
H 3.86306 4.54768 19.35848
H 9.50421 6.18693 18.69920
H 4.10801 -1.89416 18.19459
H 13.81598 2.88274 18.93253
H 18.63516 4.54198 22.36987
H 4.53584 -5.46186 23.63180
H 13.41744 -4.68142 19.18888
H 0.14984 0.03225 21.97732
H 3.83087 3.53134 21.49162
H 10.20764 3.19083 27.27346
H 3.20281 -3.13406 21.11627
H 7.39360 -1.51071 24.38731
H 2.44973 -0.37493 21.65842
H 11.41376 1.13016 26.27051
H 5.21547 0.17838 17.85782
H 12.94684 -4.33236 22.19743
H 2.79543 3.24047 22.77681
H 12.73188 0.55717 20.53842
H 7.15692 2.99908 18.69176
H 2.20230 -5.09853 23.13152
H 1.63955 -4.51136 21.59205
H 5.62016 5.41130 20.81398
H 8.05954 0.48469 27.20201
H 12.78854 -1.93865 20.46550
H 16.66588 3.30339 18.80828
H 14.78766 -6.20965 20.65595
H -1.59577 0.08250 18.07563
H 15.60823 1.97218 18.27019
H 10.54947 -3.09961 22.92332
H 9.84695 4.46013 18.80882
H 6.68457 6.59582 17.52767
H 6.12855 -3.82706 21.83321
H 5.95101 -2.92131 15.15490
H 16.22658 4.25200 20.89544
H 3.08078 6.01215 21.11403
H 3.78244 -0.33798 15.07822
H 0.88933 1.44171 22.89074
H 1.99156 -7.41267 22.35122
H 8.34377 4.07861 16.94037
H 3.89446 5.98667 18.23557
H 9.31732 2.15183 28.25829
H 3.59062 -2.83145 14.61300
H 4.63537 1.39959 21.36200
H 7.92217 6.11446 20.26711
H -1.23631 1.59995 19.93966
H 3.27739 7.46932 20.13753
H 9.00127 1.91158 23.83572
H 1.09108 -2.64088 14.32677
H 6.11783 3.19559 20.08403
H 2.97657 0.08607 20.11875
H -1.92012 1.71282 17.52039
H 5.92645 -1.27288 14.56144
H 5.42046 3.30241 18.48911
H 3.11231 -0.68915 16.66200
H 2.77727 -3.03743 16.09965
H 6.33977 -0.20503 25.81325
H 10.78541 -4.66128 19.52207
H 11.15052 3.11305 29.46788
H 5.61717 -5.76724 22.19478
H 6.74759 -1.46422 21.12033
H 7.85077 -2.46352 16.65163
H 5.81576 6.85347 19.70627
H 11.54980 1.35904 29.40729
H 17.04527 1.59840 19.29176
H 4.61624 -3.34282 17.31397
H 8.74366 -3.56673 19.14425
H 8.14161 -1.46438 15.30888
H 7.56113 0.48852 16.18173
H 13.26282 0.85321 22.09632
H 10.68744 1.88129 24.37420
H 13.97078 -3.25701 19.94727
H 3.48639 -5.16062 19.50495
H 7.69167 2.11585 26.51043
H 4.36380 -6.95304 22.59102
*
```

Here are the Löwdin charges for atoms 1 to 4, given in e: 0.083 0.115 0.086 0.092

---

Question: Among the records above, which one has the highest energy?
Answer: C56H126BF4N7

---

Question: The lowest max |F| belongs to which entry?
Answer: C35H42GeN7O2RhS

---

Question: Which of these has the lowest max |F|?
Answer: C35H42GeN7O2RhS

---

Question: What is the energy in the second record?
Answer: -3014.90467 Ha